(1)
The following is a DFT calculation (the ωB97M-V functional and the def2-TZVPD basis) of C2Br2Cl2S2 as an isolated structure at a distorted geometry.

The strongest force on any atom comes out at 0.0306 hartree/bohr. The net charge is 0. The value obtained for the HOMO-LUMO gap is 8.6292 eV. The calculation puts the relative energy (zero: lowest compared OMol25 entry of this formula, charge and spin) at 12.9 kJ/mol.

Last column: natural (NBO) charge in e.
Geometry (Å):
1 C -0.304 -1.784 -1.164  -0.401
2 C 0.396 1.928 1.169  -0.412
3 S 1.897 2.082 0.747  0.197
4 S -0.657 -0.269 -1.084  0.196
5 Cl 0.580 -2.631 0.045  0.086
6 Cl -0.939 2.734 0.388  0.064
7 Br -0.862 -2.838 -2.653  0.119
8 Br -0.110 0.776 2.552  0.152



(2)
The following is a DFT calculation (the ωB97M-V functional and the def2-TZVPD basis) of a single C2Br3ClF2 molecule at a distorted geometry.

The strongest force on any atom comes out at 0.0699 hartree/bohr. The net charge is 0. The value obtained for the HOMO-LUMO gap (spin up / spin down) is 6.9581 / 7.9092 eV. The calculation puts the relative energy (zero: lowest compared OMol25 entry of this formula, charge and spin) at 248.5 kJ/mol.

Last column: natural (NBO) charge in e.
Geometry (Å):
1 C -0.091 -0.837 -0.019  0.615
2 C 1.316 -0.390 0.180  -0.288
3 F -0.248 -2.197 -0.111  -0.317
4 F -0.934 -0.276 -0.912  -0.301
5 Cl 1.510 1.280 -0.158  0.264
6 Br -1.006 -0.336 1.712  -0.030
7 Br 2.590 -1.634 -0.174  0.244
8 Br 0.831 2.614 -2.134  -0.188



(3)
The following is a DFT calculation (the ωB97M-V functional and the def2-TZVPD basis) of C2BrClF2 as an isolated structure at a distorted geometry.

The strongest force on any atom comes out at 0.0420 hartree/bohr. The net charge is 0. The value obtained for the HOMO-LUMO gap (spin up / spin down) is 7.5446 / 7.6717 eV. The calculation puts the relative energy (zero: lowest compared OMol25 entry of this formula, charge and spin) at 350.7 kJ/mol.

Last column: natural (NBO) charge in e.
Geometry (Å):
1 C -0.602 0.346 -0.340  0.715
2 C 1.243 -0.419 0.375  -0.297
3 F -0.885 1.480 0.248  -0.323
4 F -1.617 -0.473 -0.107  -0.332
5 Cl 1.382 -2.050 0.008  0.094
6 Br 2.743 0.602 -0.057  0.142



(4)
The following is a DFT calculation (the ωB97M-V functional and the def2-TZVPD basis) of a 2-piece molecular cluster, C2BrF3OS overall at a distorted geometry.

The strongest force on any atom comes out at 0.0428 hartree/bohr. The net charge is 0. The value obtained for the HOMO-LUMO gap (spin up / spin down) is 7.7666 / 7.1500 eV. The calculation puts the relative energy (zero: lowest compared OMol25 entry of this formula, charge and spin) at 174.3 kJ/mol.

Last column: natural (NBO) charge in e.
Geometry (Å):
1 C 1.810 0.805 -0.236  0.482
2 C -1.347 -0.384 0.077  0.824
3 O 2.066 1.423 -1.175  -0.417
4 F -2.204 -0.042 -0.886  -0.312
5 F -1.967 -1.180 0.990  -0.332
6 F -0.346 -1.117 -0.453  -0.342
7 S -0.634 1.012 1.003  -0.131
8 Br 2.622 -0.517 0.680  0.230



(5)
The following is a DFT calculation (the ωB97M-V functional and the def2-TZVPD basis) of a single C2BrF5O2S molecule at a distorted geometry.

The strongest force on any atom comes out at 0.0978 hartree/bohr. The net charge is 0. The value obtained for the HOMO-LUMO gap is 9.4507 eV. The calculation puts the relative energy (zero: lowest compared OMol25 entry of this formula, charge and spin) at 34.1 kJ/mol.

Last column: natural (NBO) charge in e.
Geometry (Å):
1 C -1.006 0.797 0.798  0.910
2 C 0.291 0.008 0.498  0.874
3 O 0.222 -0.950 -0.665  -0.919
4 O 1.564 -2.450 -2.436  -0.777
5 F -0.659 1.465 1.897  -0.299
6 F -1.425 1.518 -0.280  -0.303
7 F -2.016 0.034 1.179  -0.294
8 F 1.388 0.782 0.336  -0.302
9 F 0.525 -0.783 1.539  -0.298
10 S 0.203 -2.092 -2.216  1.521
11 Br -0.540 -0.690 -3.754  -0.115



(6)
The following is a DFT calculation (the ωB97M-V functional and the def2-TZVPD basis) of an isolated ion of composition C2BrO2S and charge -1 at a distorted geometry.

The strongest force on any atom comes out at 0.2250 hartree/bohr. The net charge is -1. The value obtained for the HOMO-LUMO gap is 7.0026 eV. The calculation puts the relative energy (zero: lowest compared OMol25 entry of this formula, charge and spin) at 172.3 kJ/mol.

Last column: natural (NBO) charge in e.
Geometry (Å):
1 C -0.204 0.028 0.759  -0.311
2 C -1.515 0.143 0.169  -0.341
3 O 1.746 1.148 -0.609  -1.004
4 O 1.646 -1.316 -0.522  -1.006
5 S 1.644 -0.051 0.243  1.542
6 Br -3.319 0.049 -0.039  0.120